Record 1
DFT (ωB97M-V/def2-TZVPD) results for a molecular structure, C37H26N6O2V at a distorted geometry.

Structure (ORCA input):
```
! wB97M-V def2-TZVPD RIJCOSX def2/J DEFGRID3
* xyz -2 4
V -0.334 0.731 0.707
C 3.177 1.121 4.258
C 2.053 1.412 3.258
O 1.192 0.534 3.053
C 2.168 2.622 2.553
C 1.219 2.972 1.586
C 1.636 3.742 0.356
N -0.054 2.628 1.695
N -0.557 2.490 2.945
C -1.309 1.434 3.072
O -1.498 0.616 2.099
C -1.929 1.145 4.369
C -2.124 2.128 5.340
C -2.713 1.805 6.546
C -3.099 0.499 6.812
C -2.876 -0.491 5.866
C -2.300 -0.172 4.652
H 4.099 0.931 3.710
H 3.332 1.968 4.924
H 2.929 0.242 4.847
H 3.120 3.140 2.585
H 2.698 3.968 0.412
H 1.460 3.130 -0.528
H 1.076 4.674 0.257
H -1.806 3.135 5.117
H -2.882 2.572 7.295
H -3.576 0.253 7.754
H -3.155 -1.515 6.086
H -2.113 -0.932 3.904
N -4.614 -3.661 -7.515
C -4.105 -3.231 -6.567
C -3.489 -2.703 -5.434
C -3.895 -3.079 -4.136
C -3.295 -2.536 -3.031
C -2.279 -1.563 -3.136
C -1.848 -1.233 -4.440
C -2.420 -1.787 -5.553
C -1.725 -0.903 -1.973
C -1.574 0.516 -1.998
C -1.955 1.398 -3.027
C -1.757 2.694 -2.553
C -1.278 2.563 -1.262
N -1.157 1.266 -0.918
C -1.381 -1.656 -0.823
C -1.427 -3.057 -0.626
C -0.909 -3.299 0.637
C -0.548 -2.060 1.160
N -0.823 -1.088 0.291
H -4.704 -3.793 -4.027
H -3.633 -2.827 -2.047
H -1.007 -0.563 -4.551
H -2.063 -1.534 -6.544
H -2.345 1.127 -3.990
H -1.924 3.618 -3.080
H -1.030 3.340 -0.556
H -1.764 -3.801 -1.324
H -0.796 -4.253 1.120
H -0.086 -1.833 2.111
N 7.158 -2.534 -4.638
C 6.377 -2.035 -3.944
C 5.436 -1.442 -3.105
C 5.495 -1.632 -1.708
C 4.541 -1.097 -0.887
C 3.467 -0.344 -1.410
C 3.431 -0.133 -2.807
C 4.384 -0.663 -3.631
C 2.429 0.123 -0.600
C 1.437 0.467 0.033
H 6.307 -2.221 -1.298
H 4.583 -1.270 0.180
H 2.612 0.440 -3.221
H 4.337 -0.503 -4.701
*
```

Properties
**Total energy**: -2848.597004 Ha
**Largest force on an atom**: 2.89 eV Å⁻¹
**Relative energy (zero: lowest compared OMol25 entry of this formula, charge and spin)**: 1.665 eV
**HOMO (spin up / spin down)**: -0.49 / -2.00 eV



Record 2
DFT (ωB97M-V/def2-TZVPD) results for a molecular structure, C37H26N7O4S2Zr.

Structure (ORCA input):
```
! wB97M-V def2-TZVPD RIJCOSX def2/J DEFGRID3
* xyz 1 1
Zr 0.651 -0.358 0.190
O 1.125 1.139 4.139
C 0.899 0.447 3.171
N 1.550 0.431 1.965
C 2.789 1.112 1.762
C 3.340 2.101 2.572
C 4.533 2.704 2.192
C 5.180 2.334 1.022
C 4.640 1.338 0.220
C 3.455 0.728 0.592
N 2.828 -0.312 -0.156
C 3.508 -1.492 -0.201
O 4.676 -1.711 0.048
C 2.614 -2.672 -0.509
C 3.138 -3.867 -0.954
C 2.287 -4.944 -1.131
C 0.937 -4.795 -0.843
C 0.485 -3.575 -0.402
N 1.305 -2.525 -0.227
C -0.230 -0.549 3.218
C -0.920 -0.754 4.393
C -1.982 -1.643 4.391
C -2.316 -2.284 3.208
C -1.587 -2.009 2.071
N -0.548 -1.165 2.068
H 2.842 2.395 3.482
H 4.961 3.470 2.826
H 6.112 2.807 0.742
H 5.141 1.011 -0.680
H 4.202 -3.926 -1.133
H 2.670 -5.893 -1.482
H 0.241 -5.613 -0.964
H -0.562 -3.414 -0.191
H -0.621 -0.199 5.271
H -2.551 -1.820 5.294
H -3.148 -2.972 3.157
H -1.864 -2.437 1.118
N 0.474 0.979 -4.099
C -0.534 0.206 -4.741
C -1.351 0.772 -5.703
C -2.352 0.005 -6.283
C -2.560 -1.303 -5.873
C -1.760 -1.855 -4.882
C -0.730 -1.104 -4.341
S 0.399 -1.775 -3.167
N 0.702 -0.383 -2.209
C 0.788 0.757 -2.795
C 1.212 1.930 -1.987
C 1.857 3.010 -2.555
C 2.189 4.088 -1.745
C 1.839 4.057 -0.411
C 1.236 2.916 0.088
N 0.955 1.858 -0.674
H 0.498 1.944 -4.389
H -1.204 1.803 -6.004
H -2.978 0.440 -7.050
H -3.348 -1.894 -6.319
H -1.920 -2.870 -4.543
H 2.127 3.008 -3.602
H 2.710 4.941 -2.160
H 2.055 4.882 0.253
H 0.985 2.839 1.137
O -6.521 1.023 4.088
C -5.182 0.901 4.187
O -4.644 0.969 5.255
C -4.415 0.761 2.909
C -4.920 0.106 1.794
C -4.117 -0.112 0.684
C -2.800 0.348 0.662
S -1.758 -0.055 -0.709
C -2.326 1.068 1.761
C -3.114 1.247 2.883
H -6.791 1.129 3.169
H -5.927 -0.296 1.796
H -4.501 -0.662 -0.166
H -1.322 1.477 1.742
H -2.729 1.756 3.758
*
```

Properties
**Total energy**: -2953.328761 Ha
**Largest force on an atom**: 0.60 eV Å⁻¹
**Relative energy (zero: lowest compared OMol25 entry of this formula, charge and spin)**: 0.176 eV
**HOMO**: -10.64 eV



Record 3
DFT (ωB97M-V/def2-TZVPD) results for a molecular structure, C37H27BaCl2N5O6PSSe2.

Structure (ORCA input):
```
! wB97M-V def2-TZVPD RIJCOSX def2/J DEFGRID3
* xyz -1 1
Ba 1.190 -0.959 -0.614
C 1.451 -4.471 2.006
C 2.733 -3.890 1.525
N 2.853 -2.806 0.788
C 4.198 -2.624 0.566
C 4.900 -3.621 1.188
N 3.952 -4.411 1.789
C 6.331 -3.988 1.330
O 7.196 -3.209 0.742
O 6.625 -4.977 1.976
C 4.699 -1.483 -0.276
O 5.944 -1.384 -0.415
O 3.834 -0.731 -0.773
H 0.623 -3.927 1.554
H 1.369 -4.398 3.092
H 1.369 -5.523 1.727
H 4.188 -5.232 2.324
H 6.709 -2.423 0.246
Cl -2.995 -7.597 -2.775
C -2.258 -6.177 -2.072
C -2.840 -5.596 -0.937
C -2.275 -4.488 -0.372
Cl -3.006 -3.776 1.032
C -1.083 -3.857 -0.884
O -0.589 -2.843 -0.325
C -0.536 -4.489 -2.049
C 0.635 -3.979 -2.732
O 1.275 -2.970 -2.484
C -1.127 -5.633 -2.612
H -3.735 -6.026 -0.506
H 0.952 -4.603 -3.591
H -0.677 -6.078 -3.492
N -2.144 1.493 -2.737
C -3.165 0.610 -2.301
C -4.263 1.091 -1.606
C -5.235 0.211 -1.155
C -5.094 -1.153 -1.361
C -3.979 -1.636 -2.031
C -3.033 -0.753 -2.529
S -1.636 -1.315 -3.441
N -0.468 -0.162 -2.994
C -0.837 1.034 -2.749
C 0.240 2.046 -2.521
C 0.085 3.378 -2.878
C 1.166 4.231 -2.706
C 2.346 3.731 -2.187
C 2.401 2.388 -1.841
N 1.371 1.569 -2.010
H -2.221 2.397 -2.291
H -4.344 2.153 -1.402
H -6.091 0.594 -0.615
H -5.833 -1.845 -0.980
H -3.834 -2.701 -2.169
H -0.842 3.738 -3.302
H 1.080 5.276 -2.974
H 3.208 4.365 -2.033
H 3.290 1.944 -1.405
Se -1.455 0.843 0.673
P -0.022 2.132 1.629
Se 2.012 1.458 1.714
C -0.608 2.552 3.316
C 0.289 3.077 4.242
C -0.150 3.460 5.500
C -1.488 3.314 5.845
C -2.382 2.783 4.928
C -1.945 2.403 3.666
C -0.106 3.796 0.845
C 0.998 4.641 0.862
C 0.905 5.926 0.341
C -0.288 6.373 -0.206
C -1.393 5.532 -0.229
C -1.303 4.251 0.296
H 1.336 3.162 3.976
H 0.555 3.862 6.216
H -1.829 3.605 6.831
H -3.424 2.655 5.196
H -2.633 1.970 2.951
H 1.932 4.276 1.272
H 1.772 6.575 0.358
H -0.358 7.375 -0.612
H -2.330 5.877 -0.652
H -2.159 3.585 0.283
*
```

Properties
**Total energy**: -8640.119668 Ha
**Largest force on an atom**: 0.08 eV Å⁻¹
**Relative energy (zero: lowest compared OMol25 entry of this formula, charge and spin)**: 0.000 eV
**HOMO**: -5.54 eV



Record 4
DFT (ωB97M-V/def2-TZVPD) results for a molecular structure, C37H28BrCl3F4PPdSiTe at a distorted geometry.

Structure (ORCA input):
```
! wB97M-V def2-TZVPD RIJCOSX def2/J DEFGRID3
* xyz -1 1
Pd -0.354 0.050 0.647
F 4.446 3.429 -3.547
C 3.784 2.982 -2.498
C 4.388 2.954 -1.252
F 5.636 3.403 -1.126
C 3.696 2.477 -0.170
F 4.315 2.491 1.005
C 2.370 2.007 -0.235
P 1.763 0.912 1.083
C 3.226 -0.109 1.468
C 3.742 -0.894 0.434
C 4.952 -1.549 0.581
C 5.667 -1.424 1.763
C 5.150 -0.667 2.803
C 3.941 -0.005 2.660
C 1.591 1.979 2.563
C 1.742 3.358 2.519
C 1.385 4.137 3.611
C 0.849 3.545 4.742
C 0.695 2.165 4.794
C 1.066 1.387 3.713
C 1.775 2.091 -1.515
Br -0.047 1.657 -1.811
C 2.470 2.576 -2.606
F 1.883 2.664 -3.799
H 3.180 -0.987 -0.489
H 5.339 -2.157 -0.228
H 6.631 -1.905 1.874
H 5.701 -0.573 3.731
H 3.562 0.599 3.472
H 2.120 3.827 1.620
H 1.510 5.212 3.565
H 0.535 4.154 5.580
H 0.258 1.705 5.671
H 0.952 0.309 3.751
C -4.790 2.738 6.880
C -3.979 2.601 5.618
C -3.366 1.408 5.276
C -2.646 1.253 4.093
C -2.017 -0.083 3.823
C -2.544 2.331 3.201
Te -1.684 2.191 1.248
C -3.108 3.567 3.567
C -2.977 4.773 2.678
C -3.811 3.680 4.758
H -5.045 1.760 7.290
H -5.717 3.281 6.688
H -4.238 3.288 7.647
H -3.459 0.555 5.944
H -1.814 -0.614 4.756
H -1.085 0.036 3.275
H -2.687 -0.704 3.225
H -3.570 4.637 1.770
H -1.939 4.907 2.367
H -3.314 5.678 3.188
H -4.259 4.637 5.015
Cl -4.172 -0.385 0.373
Si -2.234 -1.116 -0.025
Cl -2.410 -3.098 0.633
Cl -2.302 -1.260 -2.102
C 1.597 -4.614 2.930
C 0.971 -3.416 3.329
C 0.648 -2.469 2.398
C 0.943 -2.645 1.025
C 0.601 -1.664 0.044
C 0.942 -1.899 -1.266
C 1.595 -3.091 -1.653
C 1.913 -4.044 -0.730
C 1.602 -3.845 0.634
C 1.906 -4.818 1.616
H 1.819 -5.376 3.668
H 0.733 -3.259 4.374
H 0.135 -1.564 2.695
H 0.689 -1.182 -2.037
H 1.831 -3.243 -2.701
H 2.393 -4.968 -1.032
H 2.387 -5.738 1.300
*
```

Properties
**Total energy**: -6807.830835 Ha
**Largest force on an atom**: 1.70 eV Å⁻¹
**Relative energy (zero: lowest compared OMol25 entry of this formula, charge and spin)**: 0.000 eV
**HOMO**: -3.73 eV



Record 5
DFT (ωB97M-V/def2-TZVPD) results for a molecular structure, C37H28N5O2SV at a distorted geometry.

Structure (ORCA input):
```
! wB97M-V def2-TZVPD RIJCOSX def2/J DEFGRID3
* xyz 0 3
V 1.104 0.678 -0.625
O 2.940 1.004 -0.650
C 3.636 2.110 -0.810
C 4.959 2.086 -1.344
C 5.574 3.284 -1.648
C 4.999 4.532 -1.326
C 3.795 4.527 -0.646
C 3.071 3.331 -0.389
C 1.629 3.465 -0.154
N 0.708 2.530 -0.202
N -0.598 2.820 -0.172
C -1.250 2.057 -1.037
O -0.652 1.033 -1.542
C -2.649 2.346 -1.306
C -3.321 3.398 -0.683
C -4.709 3.545 -0.842
C -5.381 2.752 -1.775
C -4.648 1.749 -2.447
C -3.293 1.619 -2.294
H 5.498 1.158 -1.611
H 6.482 3.264 -2.215
H 5.370 5.512 -1.700
H 3.294 5.423 -0.302
H 1.311 4.508 0.023
H -2.764 4.108 -0.079
H -5.254 4.382 -0.326
H -6.458 2.886 -1.988
H -5.120 1.024 -3.140
H -2.750 0.968 -2.939
N 0.677 -0.249 0.697
C 0.035 -0.015 1.848
C 0.478 0.903 2.883
C 1.849 1.394 2.835
C 2.206 2.380 3.734
C 1.317 2.908 4.717
C 0.036 2.400 4.767
C -0.418 1.387 3.887
C -1.189 -0.807 2.129
C -1.444 -1.376 3.429
C -2.584 -2.058 3.698
C -3.525 -2.347 2.656
C -3.259 -1.866 1.400
C -2.107 -1.122 1.088
H 2.516 1.033 2.081
H 3.202 2.720 3.719
H 1.658 3.722 5.402
H -0.651 2.744 5.591
H -1.382 0.915 4.107
H -0.648 -1.265 4.178
H -2.698 -2.363 4.751
H -4.489 -2.857 2.866
H -4.000 -1.997 0.633
H -1.919 -0.796 0.053
S 1.612 -5.117 -3.173
C 1.562 -3.440 -2.779
C 2.638 -2.702 -2.362
C 2.515 -1.335 -2.106
N 1.364 -0.631 -2.281
C 0.274 -1.390 -2.708
C 0.377 -2.741 -2.985
C 0.381 -5.725 -2.096
C 0.733 -5.550 -0.785
C -0.160 -5.861 0.208
N -1.414 -6.242 -0.026
C -1.741 -6.470 -1.275
C -0.874 -6.248 -2.356
H 3.592 -3.179 -2.185
H 3.404 -0.808 -1.731
H -0.627 -0.834 -2.890
H -0.538 -3.191 -3.343
H 1.708 -5.139 -0.540
H 0.004 -5.655 1.270
H -2.761 -6.764 -1.489
H -1.234 -6.461 -3.344
*
```

Properties
**Total energy**: -3193.188008 Ha
**Largest force on an atom**: 3.74 eV Å⁻¹
**Relative energy (zero: lowest compared OMol25 entry of this formula, charge and spin)**: 0.427 eV
**HOMO (spin up / spin down)**: -6.23 / -7.83 eV



Record 6
DFT (ωB97M-V/def2-TZVPD) results for a molecular structure, C37H29Br2N5O6RuS at a distorted geometry.

Structure (ORCA input):
```
! wB97M-V def2-TZVPD RIJCOSX def2/J DEFGRID3
* xyz -1 2
Ru 0.121 -0.323 -0.935
C -3.641 -0.799 -2.925
O -4.488 -1.187 -1.865
C -4.056 -1.105 -0.565
C -5.078 -1.244 0.383
C -4.797 -1.176 1.738
C -3.503 -0.980 2.163
C -2.431 -0.840 1.249
C -1.146 -0.648 1.764
N -0.009 -0.448 1.063
N 1.038 -0.025 1.772
C 2.024 0.435 1.024
O 1.940 0.441 -0.264
C 3.202 1.002 1.672
C 3.365 0.965 3.060
C 4.470 1.552 3.642
C 5.429 2.173 2.853
C 5.268 2.221 1.477
C 4.164 1.643 0.885
C -2.715 -0.926 -0.168
O -1.763 -0.918 -1.057
H -2.809 -1.495 -3.066
H -3.231 0.205 -2.773
H -4.278 -0.802 -3.811
H -6.081 -1.417 0.024
H -5.598 -1.269 2.458
H -3.280 -0.928 3.218
H -1.043 -0.591 2.843
H 2.612 0.474 3.658
H 4.598 1.532 4.717
H 6.296 2.630 3.310
H 6.008 2.716 0.864
H 4.016 1.693 -0.182
C -1.907 -4.008 -0.710
C -0.425 -4.157 -0.607
C 0.124 -5.367 -0.161
C 1.487 -5.529 -0.090
C 2.322 -4.476 -0.518
C 3.730 -4.504 -0.523
Br 4.647 -6.044 0.127
C 4.485 -3.446 -0.981
C 3.842 -2.339 -1.499
Br 4.827 -0.876 -2.176
C 2.438 -2.228 -1.590
O 1.868 -1.292 -2.212
C 1.674 -3.304 -0.990
N 0.342 -3.143 -0.979
H -2.377 -4.968 -0.911
H -2.151 -3.308 -1.502
H -2.317 -3.611 0.219
H -0.536 -6.174 0.117
H 1.920 -6.454 0.269
H 5.564 -3.478 -0.950
C -3.639 3.427 3.943
C -2.676 3.445 2.795
C -3.053 4.007 1.579
C -2.172 4.023 0.515
C -0.905 3.500 0.669
C -0.509 2.936 1.864
C -1.404 2.899 2.922
S 0.198 3.567 -0.734
O 1.558 3.670 -0.274
O -0.267 4.640 -1.592
N -0.134 2.109 -1.394
C 0.274 1.783 -2.617
C 0.844 2.658 -3.575
C 1.153 2.165 -4.816
C 0.908 0.821 -5.115
C 0.378 0.019 -4.129
N 0.068 0.481 -2.924
H -4.217 4.348 3.978
H -3.119 3.303 4.889
H -4.338 2.599 3.826
H -4.040 4.432 1.472
H -2.430 4.453 -0.440
H 0.492 2.545 1.961
H -1.099 2.450 3.856
H 1.021 3.682 -3.295
H 1.593 2.813 -5.561
H 1.153 0.412 -6.080
H 0.200 -1.036 -4.286
*
```

Properties
**Total energy**: -7793.764411 Ha
**Largest force on an atom**: 3.48 eV Å⁻¹
**HOMO (spin up / spin down)**: -4.56 / -4.70 eV